No. 1
16
Properties=species:S:1:pos:R:3 method="wB97M-V/def2-TZVPD" homo_lumo_gap_ev="7.71 / 7.77" e_homo_ev="-8.2 / -8.1" multiplicity=1 charge=0
C 0.2174 2.1292 0.5893
C 1.4299 0.1365 0.0438
C -1.5672 -2.2983 -0.8523
C 0.0084 0.5697 0.3282
P -1.0827 0.3511 -1.1144
I -3.3544 1.0910 -0.2951
H 0.8122 2.2713 1.3919
H 0.7163 2.3895 -0.4248
H -0.7605 2.6853 0.7512
H 1.7797 0.5468 -0.9825
H 1.5664 -0.9585 -0.1712
H 2.0691 0.5621 0.7507
H -0.6887 -2.4845 -1.4467
H -2.5265 -2.2682 -1.3492
H -1.4512 -2.1273 0.2232
H -0.3945 0.1529 1.3642

---

No. 2
15
Properties=species:S:1:pos:R:3 method="wB97M-V/def2-TZVPD" smiles=CC1([NH3+])CC1 homo_lumo_gap_ev=11.46 e_homo_ev=-15.2 multiplicity=1 charge=+1
C 1.1736 -1.0785 -0.2074
C -0.0108 -0.0250 0.1148
N -1.1232 -0.5985 -0.6906
C -0.3366 0.9162 1.2603
C 0.2866 1.4962 0.0299
H 1.4598 -0.8314 -1.2332
H 0.7512 -2.0976 -0.3727
H 2.0027 -0.9731 0.4666
H -2.1328 -0.3255 -0.3396
H -1.0006 -1.6005 -0.3970
H -1.1030 -0.4275 -1.7219
H 0.3393 1.0224 2.1230
H -1.4555 1.0566 1.4723
H -0.3474 2.1972 -0.4830
H 1.2987 1.7590 0.0421

---

No. 3
15
Properties=species:S:1:pos:R:3 method="wB97M-V/def2-TZVPD" homo_lumo_gap_ev=7.06 e_homo_ev=-13.8 multiplicity=1 charge=+1
C 1.7530 0.0238 0.8344
C -1.9772 -0.3664 -0.0905
C 1.4619 -0.1768 -1.6159
C -1.3982 0.7956 0.5797
N 1.1178 0.1408 -0.2457
H 1.1207 0.1247 1.7410
H 2.8929 -0.0324 0.9651
H -2.8760 0.1100 -0.6111
H -1.2509 -0.6994 -0.8163
H -2.3058 -1.1855 0.6098
H 2.1471 -0.9637 -1.5006
H 1.7110 0.5991 -2.2356
H 0.5921 -0.6416 -2.1235
H -1.4243 0.9831 1.6770
H -0.9559 1.6998 0.0268

---

No. 4
15
Properties=species:S:1:pos:R:3 method="wB97M-V/def2-TZVPD" smiles="C=CCC[NH3+]" homo_lumo_gap_ev=9.89 e_homo_ev=-13.7 multiplicity=1 charge=+1
C -2.1755 1.3449 0.0609
C -0.8805 1.3313 0.3296
C 0.0723 0.4240 -0.4522
C 0.6382 -0.5748 0.5375
N 1.5052 -1.5900 -0.2233
H -2.7923 2.0129 0.6487
H -2.6061 0.7470 -0.7283
H -0.3886 1.9329 1.0709
H 0.8634 1.0737 -0.8487
H -0.3827 -0.0260 -1.3319
H 1.2569 -0.1112 1.2980
H -0.1678 -1.1301 1.0115
H 0.8662 -2.1800 -0.7711
H 2.0549 -1.0702 -0.9082
H 2.1365 -2.1843 0.3069

---

No. 5
15
Properties=species:S:1:pos:R:3 method="wB97M-V/def2-TZVPD" smiles="C=C([NH3+])CC" homo_lumo_gap_ev=10.98 e_homo_ev=-14.9 multiplicity=1 charge=+1
C 1.1408 1.4928 -0.6082
C 0.5335 0.3406 -0.1842
N 1.0214 -0.9462 -0.9014
C -0.2861 0.0276 0.9649
C -1.7201 -0.2638 0.5714
H 0.8050 2.3940 -0.1857
H 1.6631 1.7058 -1.5202
H 1.9359 -1.0547 -1.2627
H 0.3708 -1.1850 -1.6622
H 1.0571 -1.7574 -0.1477
H -0.3811 0.8142 1.6136
H 0.1329 -0.7460 1.6917
H -1.8870 0.0725 -0.3835
H -1.9572 -1.2580 0.7603
H -2.4292 0.3636 1.2539

---

No. 6
15
Properties=species:S:1:pos:R:3 method="wB97M-V/def2-TZVPD" smiles="CC/C=C/[NH3+]" homo_lumo_gap_ev=10.61 e_homo_ev=-14.7 multiplicity=1 charge=+1
C 0.6772 1.4586 -1.3969
C 1.2505 0.1156 -0.9660
C 0.3686 -0.6518 -0.0192
C -0.8017 -0.1981 0.4557
N -1.3044 -0.7893 1.7180
H 0.4492 2.0074 -0.4801
H -0.2608 1.3306 -1.9322
H 1.3416 2.0512 -2.0144
H 2.1543 0.2626 -0.3607
H 1.5093 -0.5623 -1.7793
H 0.4493 -1.7377 -0.0943
H -1.1941 0.7713 0.1849
H -0.7921 -0.5214 2.5589
H -2.3216 -0.7415 1.8230
H -1.1507 -1.8086 1.6613

---

Here are the calculated ΔE to the lowest compared entry with this formula, charge and spin numbers, same order: 69.7; 48.0; 107.0; 23.5; 48.7; 38.1 (kcal/mol).